127
Properties=species:S:1:pos:R:3:forces:R:3 method="wB97M-V/def2-TZVPD" charge=0 energy_ha=-64025.20555 homo_ev=-8.52 orbital_gap_ev=7.40 spin_multiplicity=1
H 3.932383 4.468426 1.497818 -0.001 -0.085 0.434
H 3.208958 -7.756484 -0.755459 0.035 0.011 0.015
C -2.920831 -3.927532 5.581599 -0.131 0.058 -0.166
C 0.566177 1.316089 5.301604 -0.064 -0.084 -0.085
H 4.684077 5.086823 -1.324915 0.207 0.030 -0.347
C 0.602392 2.296100 4.162161 0.040 0.243 0.000
H -2.927192 -4.869900 6.117894 0.034 -0.016 0.032
H 5.581177 -11.156897 -3.263203 0.025 -0.006 -0.058
C 2.175795 6.565534 0.330689 -0.150 0.713 -0.166
H -5.639717 7.353078 2.003552 0.013 0.029 0.000
H -2.005875 6.343408 4.963796 0.038 -0.030 0.081
H 4.510234 -1.415159 2.114018 -0.039 -0.040 -0.021
H 3.199275 3.435132 0.356638 -0.020 0.207 -0.650
H -8.438607 4.629429 -5.424242 -0.023 0.032 0.027
H 0.524708 7.482154 -0.763467 0.058 0.136 -0.471
H 1.492744 3.827650 -1.348784 -0.292 -0.252 0.614
Br -2.858148 7.822143 3.183150 0.206 0.053 -0.056
N 2.982541 6.133236 -0.817075 -0.239 -1.086 0.296
C -8.397160 1.592637 0.249360 -0.129 0.069 0.159
O -1.689508 2.944071 1.733295 0.302 0.108 -0.244
C 2.252222 -8.262010 -0.795201 -0.187 0.078 -0.077
Br -7.059613 2.576284 -5.153509 -0.067 0.032 0.027
H -6.394849 6.932150 -0.939545 0.031 0.072 0.113
Br 0.703497 7.069926 4.040371 -0.140 0.097 0.084
C 0.069313 -3.260078 -3.538093 -0.134 -0.163 0.055
Br 2.537929 -8.312118 2.054372 -0.068 0.002 -0.007
H -7.139451 8.200100 0.059654 -0.023 -0.022 0.033
Br -0.817726 -2.487386 1.130987 0.192 0.003 -0.002
C 4.968633 -10.265603 -3.162822 0.187 -0.001 0.150
C 2.021542 -9.166572 0.382428 0.164 -0.021 0.128
H 2.262483 5.885272 1.167150 0.061 -0.484 0.118
C -6.029913 6.755315 1.185730 -0.004 -0.207 0.045
C 6.536593 -13.624039 -6.093310 -0.154 -0.090 0.115
H 4.801630 6.043188 0.123789 0.341 0.329 0.038
C 2.285044 5.700079 -1.980344 -0.279 1.217 -0.727
C -7.365388 4.475913 -5.445454 0.137 -0.191 -0.083
Br -3.611166 -4.290667 3.798556 0.048 -0.049 0.043
H 3.930735 -10.554470 -3.036370 -0.031 -0.019 -0.036
H 4.951941 3.535436 0.463752 0.241 -0.226 -0.195
Br 2.181207 1.278447 0.718732 -0.247 -0.316 0.033
H -3.636022 -3.245588 6.034904 0.022 0.037 0.015
C 1.141884 -4.350487 2.157094 0.186 -0.126 -0.343
C -1.159698 5.656024 -1.107535 -0.339 1.127 -0.144
C -0.379886 4.734799 0.956017 0.002 0.232 -0.362
H 0.493079 1.819528 3.193796 -0.026 -0.023 -0.033
Cl -2.217774 4.164300 -3.100068 -0.168 -0.099 -0.187
O -1.473027 6.672111 -1.691523 0.252 -0.715 0.086
Br 2.520472 -4.155672 0.785457 0.120 0.251 0.143
H 1.325863 -3.579127 2.891682 -0.004 0.098 0.026
C -6.269358 7.558410 -0.060794 0.043 0.216 -0.026
H 2.591329 7.503129 0.684563 0.251 0.273 0.107
H 4.345735 0.318609 2.464000 -0.054 0.022 0.022
C 2.858055 -0.498224 1.115973 -0.213 0.000 0.117
Br -1.799826 -3.358468 -3.003746 0.022 0.026 -0.033
C -1.330147 3.620334 0.788823 -0.436 -0.623 0.602
H 0.400449 7.484092 0.943313 -0.095 0.228 0.361
C 0.935244 -2.757081 -2.417045 0.098 0.177 -0.046
H 7.263574 -12.940952 -4.167766 -0.030 -0.042 0.021
Br 3.806532 -7.956074 -4.384276 0.045 0.022 0.052
H 8.524419 -13.378264 -5.333766 -0.001 -0.029 -0.025
Br 0.891411 -6.877364 -0.905279 -0.133 -0.130 -0.170
H 0.111835 -2.626840 -4.417523 0.020 0.034 -0.004
C 1.945292 4.264102 -2.217634 0.564 -0.299 0.167
H 2.155630 -0.925464 1.828609 0.004 0.002 0.029
H 2.646775 -10.053064 0.305426 0.045 0.018 -0.024
H 2.808170 -1.056112 0.189237 0.014 -0.052 -0.062
Br -0.170171 -4.599055 5.108616 -0.160 0.030 0.251
Br -9.018771 3.411906 0.565114 0.037 0.005 -0.066
H 0.349555 -4.276454 -3.805628 0.027 -0.015 0.033
Br 5.579649 -0.067945 0.339255 0.006 0.062 0.022
Br 5.533757 -9.432188 -1.495108 -0.012 -0.063 0.027
H -5.622779 4.979760 -4.258387 0.032 -0.043 -0.019
H 1.327088 -5.326960 2.598198 -0.033 -0.041 -0.037
H -6.631428 6.358598 -4.730362 -0.015 -0.002 -0.047
H 0.982979 -9.460217 0.488539 -0.034 0.012 -0.025
C -0.245860 5.710277 0.066128 0.220 -0.206 -0.587
H 0.697977 -3.218830 -1.464228 -0.019 -0.017 0.016
C -0.650997 8.025251 5.066303 0.052 -0.155 -0.088
H 6.588913 -14.700575 -5.951156 0.024 -0.008 0.029
C -1.555715 -3.297101 5.534225 0.147 -0.045 0.089
C -1.794806 3.366423 -0.577202 0.035 -0.013 -0.544
H -6.719522 1.877254 1.593546 -0.037 0.026 0.019
H -1.483096 -2.510401 4.789611 -0.014 0.004 -0.037
H -9.038506 0.962798 0.861455 0.022 -0.011 0.025
F 0.325802 4.677089 2.067778 0.254 0.026 0.524
H 6.667923 -13.389464 -7.143628 0.036 0.023 -0.020
H 5.065589 -9.893031 -5.266355 -0.022 -0.059 -0.001
Br 2.272561 3.289632 4.111801 0.124 -0.125 0.086
H -0.341727 7.932009 6.104783 -0.013 0.023 0.009
Br 1.650599 -0.259639 4.935871 0.043 -0.063 0.035
C 4.034854 4.107114 0.481005 -0.234 1.045 0.535
H 2.847419 3.689347 -2.391398 0.270 -0.201 -0.095
Br 7.762882 -11.061022 -5.720000 0.069 -0.111 0.033
Br 0.748839 -0.836693 -2.162774 0.009 -0.057 0.055
O 1.937805 6.527271 -2.801581 -0.059 -0.277 0.606
Br -4.785327 8.762802 -0.428025 0.038 -0.070 -0.032
C -2.027478 7.425888 4.895592 -0.053 0.042 -0.057
H 1.284306 4.154222 -3.060377 -0.135 0.127 -0.344
Br -7.535203 5.279583 -2.701915 -0.031 -0.174 -0.073
Br -5.764526 2.201452 -0.677425 0.008 -0.093 -0.079
C -6.640390 5.313848 -4.428843 -0.092 0.211 0.126
H -1.286404 -2.899937 6.509913 -0.009 -0.010 0.024
C 4.165357 5.357464 -0.416383 -0.421 -0.622 -0.232
H 0.933600 1.739743 6.229759 0.039 0.015 0.015
C -1.705409 4.327224 -1.484255 0.014 0.065 -0.066
H -0.174019 3.048651 4.278440 -0.039 -0.034 -0.004
C -0.243347 -4.295466 1.576588 -0.205 0.142 0.062
H 2.176733 -8.814822 -1.728593 0.008 -0.024 0.002
H -0.970422 -4.640650 2.305007 0.015 -0.073 0.057
C -6.954949 1.416725 0.639436 0.193 -0.070 -0.151
Br -4.756720 5.318742 0.871953 0.065 0.090 0.083
C 5.171576 -9.348383 -4.333762 -0.322 0.157 -0.107
H 1.986879 -2.919134 -2.643651 -0.002 -0.025 -0.032
Br 4.710525 -13.129830 -5.634456 0.029 0.045 -0.051
H -6.987739 4.680813 -6.444269 0.029 0.029 0.005
C 4.240706 -0.445927 1.701139 0.111 -0.066 -0.069
C 0.692926 6.867425 0.103035 0.143 0.079 0.546
H 6.131598 -8.847708 -4.311963 0.035 0.015 0.036
C 7.541731 -12.928519 -5.216095 0.149 0.120 -0.130
H -0.444509 0.942179 5.446756 -0.027 0.012 -0.046
H -6.695367 0.360348 0.672515 -0.070 -0.001 0.004
H -2.176752 2.404729 -0.851628 -0.341 -0.412 0.248
H -2.708208 7.825749 5.643676 0.052 0.019 0.038
H -0.336349 -4.880225 0.670214 0.025 -0.036 -0.045
H -6.945092 6.259217 1.503488 -0.023 -0.004 -0.055
H -0.592986 9.063162 4.757824 -0.102 0.035 0.003
H -8.573648 1.379719 -0.799358 0.036 0.012 -0.036

12
Properties=species:S:1:pos:R:3:forces:R:3 method="wB97M-V/def2-TZVPD" charge=0 smiles="NC(N)=CC=S" energy_ha=-625.59275 homo_ev=-7.82 orbital_gap_ev=8.12 de_lowest_kj_mol=76.7 spin_multiplicity=1
H 0.155656 1.520934 -0.131792 0.867 0.010 0.097
H -2.872198 -1.201832 0.182736 0.575 1.409 -0.251
S 2.079675 0.319980 0.038919 -0.342 -0.254 0.014
N -0.834521 1.356724 -0.141739 -2.964 1.617 2.418
H -3.148330 0.443082 -0.334803 -0.674 0.257 -0.173
H 1.544680 -1.956324 -0.045227 0.124 -0.440 0.105
C -0.340277 -1.064442 -0.084146 -0.004 2.588 0.684
C -1.199910 0.069223 0.020419 -0.178 -2.163 -1.070
N -2.553370 -0.217146 0.107161 0.837 -0.440 0.634
C 1.048738 -1.001611 -0.009567 0.242 0.533 -0.301
H -0.858514 -1.978132 -0.096160 -0.277 -1.200 -0.111
H -1.432166 2.056526 0.484344 1.794 -1.918 -2.047

9
Properties=species:S:1:pos:R:3:forces:R:3 method="wB97M-V/def2-TZVPD" charge=0 energy_ha=-532.01470 homo_ev=-8.18 orbital_gap_ev=8.89 de_lowest_kj_mol=335.7 spin_multiplicity=1
C 0.199732 -0.861005 0.334818 2.590 -1.216 -3.478
H 0.410902 -1.261541 1.272649 -0.640 -0.742 1.817
H 0.959430 1.038497 1.026289 0.100 1.634 2.635
N -1.009939 -0.218952 0.078381 1.381 2.716 1.609
H 0.591317 -1.593359 -0.429661 -0.531 0.560 0.506
S -1.683838 0.015027 -1.434679 -0.921 -0.323 -0.223
H -2.966579 0.272144 -0.961428 1.135 -0.175 -0.344
H 1.168359 0.929402 -0.728808 -0.784 -0.562 0.170
C 0.744318 0.508641 0.193535 -2.328 -1.890 -2.692

66
Properties=species:S:1:pos:R:3:forces:R:3 method="wB97M-V/def2-TZVPD" charge=0 smiles=CO.CO.CO.CO.CO.CO.CO.CO.CO.CO.CO energy_ha=-1272.84871 homo_ev=-10.14 orbital_gap_ev=10.12 de_lowest_kj_mol=426.7 spin_multiplicity=1
C 3.102420 -13.136930 -25.485620 -0.541 0.724 -0.801
C 9.908760 -3.849040 -28.465820 -1.507 -1.546 0.432
H 13.919050 -4.930540 -22.088530 -0.182 0.135 -0.100
H 11.625350 -4.429640 -23.380080 -0.060 -0.013 0.029
H 6.203670 -7.093810 -21.732920 0.351 0.027 0.587
C 12.002300 -9.070900 -25.880820 0.779 -0.375 0.717
H 6.032590 -10.049290 -28.944370 -0.223 -0.090 -0.034
H 7.059420 -6.602540 -23.144730 0.397 -0.164 -0.112
O 9.282840 -2.725010 -29.018150 0.990 1.011 -0.358
O 12.445460 -9.423190 -27.185510 -0.632 0.344 -0.052
H 7.765380 -13.124470 -21.343160 0.030 -0.041 -0.048
O 8.492350 -7.992840 -16.751870 0.065 0.041 0.163
C 2.176850 -4.655800 -18.706250 -1.628 -0.423 0.152
H 8.728820 -9.756230 -17.825170 -0.355 0.042 -0.290
H 13.297120 -9.862150 -27.125620 -0.028 0.049 0.146
H 10.905250 -3.834820 -28.024330 0.107 0.918 -0.070
H 9.905200 -2.341640 -29.640500 -0.160 0.287 -0.214
H 6.038180 -15.017660 -21.392000 0.630 -0.087 -0.423
H 12.591640 -8.268230 -25.437530 0.057 0.371 -0.234
C 6.931080 -7.444820 -22.464880 -0.215 0.030 0.249
H 3.740100 -11.163250 -17.553150 0.707 0.177 0.371
O 2.202710 -13.127710 -26.620810 0.546 -0.266 0.647
H 1.695450 -3.704040 -18.931020 0.792 0.588 0.597
H 5.433660 -8.810310 -26.721130 -0.206 0.187 -0.001
O 5.313700 -8.586670 -27.646980 -0.093 0.239 -0.261
C 6.167160 -14.116200 -20.792960 -0.456 -0.214 -0.404
C 9.215750 -9.162570 -17.051490 -0.194 -0.741 -1.001
H 2.276010 -10.267570 -17.601780 -0.321 0.128 0.424
H 3.362060 -14.148460 -25.173380 -0.063 0.027 0.113
H 2.606010 -12.567870 -24.699600 0.000 -0.329 0.098
H 2.999590 -4.833570 -19.398780 0.273 0.022 0.410
O 12.998100 -4.770820 -21.869590 -0.157 -0.501 0.807
H 11.968760 -3.026520 -22.328260 -0.080 -0.119 0.173
O 6.821640 -13.035110 -21.494720 -0.586 -0.763 0.689
H 0.393980 -6.362390 -25.065040 -0.221 0.047 0.365
H 6.921020 -8.552350 -29.022110 -0.066 0.337 0.308
H 9.178670 -4.111690 -27.700260 0.424 -0.476 0.346
C 3.358260 -10.146890 -17.649570 -1.210 -0.096 -1.454
O 2.400750 -4.841190 -17.298700 0.349 0.640 -0.801
H 6.634420 -14.423460 -19.857350 0.221 0.349 0.010
H 6.559950 -9.358890 -22.790090 0.067 0.204 0.213
H 7.868940 -7.809560 -22.045980 0.105 0.718 0.332
H 1.322150 -5.271330 -18.986810 0.217 -0.784 -0.281
H 13.183180 -3.574700 -23.475440 -0.311 0.280 -0.398
O -0.294560 -7.060800 -23.201820 -0.560 0.872 0.368
H -0.240080 -7.902840 -22.744010 0.046 0.080 -0.070
C 0.633100 -7.065890 -24.267530 0.286 -1.458 0.243
H 3.496180 -9.802650 -18.674540 0.393 -0.185 -0.048
H 12.156310 -9.903730 -25.194690 -0.252 -0.261 0.069
H 9.311880 -9.882270 -16.238540 0.333 0.395 0.486
H 7.034810 -9.621100 -27.569770 0.578 -0.030 -0.422
H 10.953070 -8.781980 -25.819610 0.069 -0.121 -0.643
H 5.120090 -13.891120 -20.590240 0.163 0.786 0.167
H 0.590940 -8.089410 -24.639990 0.327 0.088 -0.807
H 3.992570 -12.571350 -25.761050 0.267 -0.136 0.186
O 6.356090 -8.501430 -23.170620 -0.718 -0.860 -1.297
C 6.382650 -9.211600 -28.341190 0.019 -0.625 0.458
H 2.832290 -5.689170 -17.171010 0.006 -0.086 -0.076
H 2.741530 -13.427070 -27.356790 -0.206 -0.014 -0.238
H 10.168000 -8.910830 -17.518330 0.165 0.193 0.563
H 7.556900 -8.192970 -16.832450 -0.052 0.065 0.072
O 3.837650 -9.123170 -16.831850 0.469 -0.045 0.593
H 1.648820 -6.921630 -23.899290 0.132 0.371 -0.099
H 9.895910 -4.667560 -29.185520 0.148 -0.199 -0.133
H 3.741670 -9.388080 -15.914130 -0.013 0.063 0.108
C 12.392140 -3.910600 -22.804980 0.788 0.211 -0.520